No. 1
Formula: C48H120N8
Source: the OMol25 dataset
Level of theory: ωB97M-V with the def2-TZVPD basis set

```
176
Properties=species:S:1:pos:R:3:forces:R:3:mulliken_charge:R:1
N -1.337 5.465 1.015 1.3 0.8 -0.8 0.33
N -1.823 -4.859 -1.253 0.9 1.3 0.3 0.19
N 4.132 3.298 -0.868 0.7 0.8 -0.6 0.79
N -2.714 -2.946 3.694 -0.5 -0.9 1.6 0.62
N -0.331 0.564 1.023 5.4 -2.0 -4.1 1.75
N -4.240 2.773 0.801 -1.0 -0.8 -1.6 1.58
N 5.220 -0.832 1.030 -0.1 -0.3 -0.2 0.22
N 0.807 -2.301 -4.915 -0.7 3.3 0.0 0.33
C -3.392 -5.478 0.629 1.3 0.5 -1.5 -2.02
C -0.330 0.329 -0.469 0.4 0.5 1.4 -0.26
C 4.538 3.557 0.499 -0.6 -0.8 1.0 -1.62
C -5.668 2.203 2.759 -0.1 0.7 -0.5 -1.53
C 2.745 -1.056 0.888 1.3 -1.6 0.0 -0.32
C 0.129 1.909 1.326 1.2 -2.1 -0.6 -2.36
C 0.425 4.346 2.454 -0.4 1.2 -0.4 -2.17
C 0.234 -0.559 1.788 -0.7 1.9 1.2 1.49
C -2.017 -3.227 4.942 1.8 2.5 0.0 -0.65
C 3.614 2.786 1.520 5.5 4.3 0.1 -0.60
C -0.496 -0.668 3.157 1.3 1.5 -3.2 -2.49
C -1.997 -3.063 2.455 0.4 1.2 -0.2 -2.41
C 5.135 0.591 0.502 0.2 -2.4 -2.0 -0.02
C -2.775 5.460 0.803 -0.6 0.3 -0.2 -0.32
C 2.502 5.157 -1.449 0.7 -0.8 0.4 -1.35
C 4.105 -1.762 0.610 -0.3 2.3 -0.1 -1.08
C 1.167 -3.569 -4.383 0.0 -1.5 -0.9 -0.40
C 1.969 -2.635 -7.119 -0.2 0.0 0.6 -1.36
C -0.912 -3.722 -1.597 -1.4 -0.4 0.4 0.23
C -5.296 2.591 -0.214 0.7 0.9 0.7 -0.66
C -1.115 -1.937 5.287 -1.2 -2.8 2.0 -1.39
C -4.759 3.211 2.045 0.1 -0.6 1.2 -0.70
C -3.612 5.759 2.050 1.1 0.6 0.3 -1.74
C -0.260 -1.455 -4.272 0.8 -1.4 1.3 -1.30
C -3.999 -5.177 3.529 1.6 -1.8 1.6 -1.32
C 2.760 3.620 -1.298 0.2 1.4 -0.1 0.65
C -0.039 -1.261 -2.775 1.4 -0.3 -3.0 0.67
C -0.603 7.183 -0.697 -0.8 0.4 0.8 -1.53
C 0.450 -3.493 -0.878 0.4 -1.2 -0.9 -0.73
C 5.195 3.826 -1.768 -1.0 -0.8 -1.8 -0.72
C -3.487 1.539 0.858 1.9 0.3 -0.3 -1.09
C -1.321 -0.743 -0.844 -1.5 0.6 3.2 -1.13
C -0.679 5.721 -0.313 -0.2 0.1 0.7 0.52
C -2.221 1.465 1.749 -6.8 1.6 1.9 0.77
C 1.544 2.301 1.036 -4.8 -3.8 -1.1 -1.10
C 0.150 -4.736 -4.692 1.7 3.3 -1.9 -0.86
C -0.748 -6.257 -3.042 -0.7 -1.4 2.7 -1.48
C -0.895 4.232 1.691 -1.3 3.0 0.8 0.09
C -4.768 2.610 -1.599 -0.2 -0.4 -1.8 -1.35
C -2.115 -4.685 0.188 -0.9 -1.4 -0.8 0.54
C -1.169 -6.119 -1.549 0.2 -1.0 -1.0 -0.41
C 5.101 3.239 -3.208 0.8 -0.2 0.5 -1.12
C 6.533 -1.396 0.733 0.1 -2.3 1.6 -0.56
C 0.657 -2.234 -6.346 1.7 -1.0 -1.1 -0.51
C -3.928 -3.702 3.767 -2.9 0.3 -1.7 -0.89
C -2.752 -2.334 1.334 -1.0 0.4 -0.1 -0.63
C 5.331 0.709 -1.040 0.2 0.2 0.8 0.90
C 6.929 -2.767 1.550 -1.8 1.5 -0.9 -1.32
H -5.951 3.461 -0.164 -0.3 -0.1 0.3 0.54
H -1.751 -7.010 -1.315 -0.8 0.4 0.2 0.53
H -2.313 -3.662 0.508 1.0 -2.0 -2.2 -2.27
H -0.525 2.561 0.748 2.1 -4.0 -1.2 0.45
H -0.134 7.398 -1.658 0.2 -0.3 0.1 0.37
H -0.868 3.361 1.036 -1.5 4.7 0.9 0.44
H -0.402 -1.736 4.488 -2.2 -2.4 6.2 0.28
H 7.317 -0.720 1.075 -0.1 0.4 -0.4 0.35
H 2.437 -0.225 0.254 0.5 -0.2 -0.3 -0.06
H -1.511 -2.827 -1.429 -0.5 -0.8 0.0 0.97
H 6.168 3.480 -1.421 -0.1 0.4 0.5 0.32
H -3.225 -1.377 1.556 0.2 0.1 0.8 0.59
H -0.782 -4.449 -4.205 0.5 -0.1 -0.8 0.15
H 6.002 3.438 -3.789 0.1 0.9 0.1 0.47
H -1.499 -0.998 2.888 -0.1 1.1 0.9 0.17
H 0.594 3.425 3.011 0.4 0.8 0.2 0.27
H -3.600 4.933 2.761 0.1 1.1 -0.1 0.50
H -3.808 -5.150 1.581 0.6 0.6 -3.4 0.19
H -1.667 -0.570 -1.863 -3.3 0.1 2.7 0.75
H -2.613 1.327 2.757 0.1 0.1 0.6 0.49
H 1.675 3.382 0.995 -2.0 -1.5 -1.0 -1.12
H -0.587 1.205 -1.064 0.1 0.7 0.6 0.02
H -1.407 -4.128 4.884 0.3 -0.2 0.1 0.27
H -0.629 -7.305 -3.318 -0.2 -0.3 0.2 0.53
H -5.242 1.210 2.904 0.1 0.2 0.2 0.16
H 1.743 1.928 0.032 0.5 -0.6 0.5 0.25
H 1.167 4.460 1.663 0.1 1.0 1.1 0.87
H 5.980 1.176 0.864 -0.3 -0.2 0.9 0.59
H 6.676 -2.662 2.605 1.0 0.6 0.3 0.37
H 0.499 -2.833 -0.012 -0.4 -0.4 0.1 -0.14
H 2.006 3.240 -0.609 1.0 0.6 -1.0 -1.49
H 6.637 -1.663 -0.319 0.2 0.2 -0.3 0.43
H 6.373 0.427 -1.196 -0.1 -0.4 -0.7 0.49
H -3.247 -5.704 4.116 0.3 -0.2 0.3 0.36
H -1.200 -2.006 -4.252 -0.7 0.0 -0.8 0.29
H -6.011 2.665 3.684 -0.1 -0.4 0.2 0.52
H 2.515 5.442 -2.501 -0.3 0.3 0.2 0.32
H 5.256 2.162 -3.138 -1.2 -0.2 -0.3 0.16
H 1.943 -1.794 0.853 0.4 0.0 -0.3 0.29
H 1.086 -3.032 -1.634 0.3 -0.1 0.6 0.30
H -0.451 0.242 3.755 -0.1 -0.1 0.0 0.68
H -5.300 4.151 1.938 -0.3 -0.3 -0.3 0.60
H 0.672 0.049 -0.794 0.0 0.0 -0.1 0.17
H 4.599 0.173 -1.644 0.2 -0.5 0.1 0.33
H 2.566 3.110 -2.242 0.2 0.0 -0.1 0.97
H -3.876 3.530 2.600 -0.4 -1.2 0.5 -0.16
H -3.075 -6.520 0.669 -0.8 -0.2 0.1 0.55
H 0.926 -4.454 -0.681 0.0 0.0 0.4 0.69
H -4.585 -3.372 2.963 -0.2 0.8 -0.2 0.37
H 6.277 -3.623 1.373 0.1 -0.1 -1.0 0.32
H 3.616 1.733 1.239 -1.1 2.7 1.2 0.17
H 0.552 -5.670 -4.300 0.6 1.2 -3.1 0.38
H -4.133 0.675 1.013 -0.2 -0.4 0.1 0.30
H -1.628 -4.041 2.145 -0.6 -0.2 0.6 1.57
H -2.150 -0.788 -0.138 0.3 0.9 -0.4 1.42
H -1.699 2.422 1.737 -1.6 -1.6 0.3 -0.46
H -1.641 7.505 -0.777 0.1 0.6 0.0 0.46
H 1.994 -2.181 -8.109 -0.2 -0.2 -0.1 0.42
H -0.293 -6.281 -0.921 0.6 0.2 0.2 0.34
H -5.539 2.132 -2.204 -0.2 0.3 -0.4 0.43
H 5.573 3.261 0.669 0.1 -0.7 -0.6 0.57
H -0.571 -2.112 6.216 -0.1 0.0 0.2 0.51
H 1.610 5.445 -0.893 0.6 0.1 -1.0 0.48
H 4.172 1.028 0.768 2.1 -2.2 -1.1 -1.08
H 4.115 -2.738 1.095 0.4 0.4 0.7 0.58
H -3.898 2.004 -1.849 0.2 0.1 0.5 0.20
H -1.208 -4.998 0.704 0.0 -0.5 0.4 0.63
H 0.368 5.421 -0.339 -1.1 -0.9 0.5 -0.80
H -4.216 -5.282 -0.057 0.2 -0.4 -0.5 0.42
H -0.759 -3.649 -2.674 0.0 -1.0 0.3 -0.31
H 1.300 -0.338 1.840 -1.5 -0.5 0.8 -0.52
H 0.001 -1.528 1.345 0.4 0.3 -0.6 -0.13
H -4.534 -3.502 4.651 0.5 0.5 0.3 0.66
H 2.091 -3.868 -4.879 0.2 0.1 -0.1 0.49
H -3.758 -5.440 2.499 -0.4 -0.8 3.8 0.26
H -0.138 -2.908 -6.667 -0.4 0.1 -0.4 0.38
H 2.640 3.273 1.563 4.5 0.9 1.5 1.00
H -1.642 0.600 1.424 -1.7 0.9 0.8 -0.63
H 0.010 2.173 2.377 -0.8 -1.0 -0.4 1.07
H -2.758 -3.365 5.731 0.1 0.0 -0.1 0.58
H -0.106 7.722 0.110 0.0 0.3 -0.2 0.36
H -4.917 -5.659 3.864 -0.4 0.4 -0.3 0.39
H -1.083 -2.470 2.481 -0.1 -1.0 0.6 0.11
H 4.251 3.617 -3.776 -0.1 -0.5 0.1 0.31
H 0.937 -0.821 -2.571 0.2 -0.4 0.1 0.31
H -4.629 3.621 -1.984 0.2 0.0 0.1 0.25
H 0.467 -1.230 -6.725 -0.4 0.1 0.6 0.41
H 1.476 -3.512 -3.340 -0.5 0.1 0.0 -0.09
H -6.516 2.104 2.082 -0.3 -0.3 0.3 0.28
H -3.080 4.530 0.322 -0.1 -0.1 0.1 0.38
H 2.691 -0.685 1.911 1.1 -0.2 0.0 0.69
H 4.167 2.860 2.457 -0.1 -0.1 0.5 0.26
H -0.411 -0.473 -4.720 0.4 -0.3 -0.7 0.52
H 2.135 -3.709 -7.208 -0.3 -0.1 -0.1 0.28
H -1.730 -1.042 5.382 -0.1 -0.1 0.0 0.25
H -0.125 -1.507 3.747 2.5 2.4 -5.7 0.20
H -5.889 1.684 -0.096 -0.1 -0.2 0.5 0.44
H 7.953 -2.984 1.244 0.0 -0.2 0.6 0.41
H 5.155 4.903 -1.927 0.2 0.3 0.7 0.46
H 2.257 1.903 1.758 -3.0 -1.2 -0.2 0.63
H -0.747 -1.668 -0.796 -0.9 0.8 0.3 -1.81
H -1.662 4.075 2.449 -0.1 -0.1 0.0 0.52
H -1.292 5.297 -1.108 0.3 -1.0 -0.2 0.22
H 0.220 -5.823 -3.294 -1.5 -1.0 3.6 0.11
H -4.641 6.012 1.794 0.1 -0.1 0.0 0.36
H -3.156 6.614 2.549 -0.1 0.2 0.0 0.38
H 3.312 5.676 -0.936 0.1 0.2 -0.1 0.36
H -2.109 -2.119 0.480 -0.2 -0.5 1.1 0.51
H -1.440 -5.793 -3.744 -0.3 -0.8 0.8 0.54
H -3.039 1.446 -0.132 -0.4 -0.3 -0.4 -0.48
H -0.821 -0.654 -2.319 3.9 -0.2 -4.0 -0.38
H 5.195 1.746 -1.345 0.2 -0.8 0.6 -1.25
H -0.263 -2.227 -2.323 1.2 1.8 -0.9 -0.80
H 4.139 -2.047 -0.442 0.2 0.3 -0.6 0.47
H 2.857 -2.280 -6.596 -0.1 0.3 0.2 0.36
H -0.017 -4.770 -5.768 0.1 0.0 -0.1 0.37
H -3.535 -2.957 0.901 -0.7 0.5 0.4 1.05
H 4.688 4.604 0.764 -0.9 0.7 0.0 0.51
H 0.427 5.209 3.120 -0.1 0.0 -0.1 0.51
H -3.033 6.240 0.088 0.2 0.2 -0.1 0.56
```
Positions in Å, forces in eV/Å.

Computed properties:
charge = 0
energy = -63609.4613 eV
energy relative to the best compared isomer or geometry (same formula, charge and spin) = 722.2 kcal per mole

---

No. 2
Formula: C15H30F4NbO2P2
Source: the OMol25 dataset
Level of theory: ωB97M-V with the def2-TZVPD basis set

```
54
Properties=species:S:1:pos:R:3:forces:R:3:mulliken_charge:R:1
Nb -0.445 0.152 0.254 0.6 -2.3 0.8 -0.49
P 0.879 1.347 -1.657 -0.1 -0.1 -0.3 0.48
P -1.594 2.418 0.516 0.7 -0.4 -0.9 0.36
F -2.839 -0.066 2.292 0.3 -0.3 0.0 -0.24
F -1.636 -1.889 2.362 -0.1 0.1 0.0 -0.29
F -3.718 -1.685 0.191 0.1 0.0 0.2 -0.35
F -0.973 -0.094 3.407 -0.4 -0.2 -0.3 -0.28
O 0.269 1.037 -3.008 -0.2 -0.2 -0.1 -0.75
O 0.647 -1.494 0.074 -1.0 1.8 -1.0 -0.37
C 2.260 0.125 2.084 -0.2 0.3 0.6 -0.81
C 1.835 -0.979 3.061 0.6 -0.4 -0.3 0.45
C 3.200 -2.021 -2.645 0.0 0.3 0.4 -1.62
C -2.043 -3.098 -0.742 -0.2 -0.2 0.4 -1.27
C -1.553 -0.528 2.212 0.4 0.7 0.7 0.62
C 3.584 -2.968 2.971 0.7 -1.2 -0.6 -0.07
C 2.707 -1.808 -1.210 -0.2 -0.5 -0.6 0.15
C 1.192 -1.931 -1.158 0.4 -0.9 0.3 -0.74
C 1.150 1.074 1.632 -0.4 0.5 -0.4 -0.87
C 2.801 -2.075 3.018 -0.8 1.0 0.3 -1.07
C -2.071 -0.541 -1.162 -0.7 0.3 0.7 -0.54
C -2.676 2.852 -0.934 -0.2 0.8 1.0 -0.42
C -2.840 -1.829 -0.888 -0.1 0.0 -0.8 0.25
C -0.421 3.857 0.559 -0.5 0.2 -0.2 -1.30
C -3.368 4.216 -0.706 -0.3 -0.6 -0.3 -1.34
H -2.120 2.845 -1.865 0.0 -0.2 -0.2 0.45
H 0.611 3.564 0.432 0.2 -0.1 0.2 0.36
H 3.095 -2.620 -0.602 0.3 0.2 0.4 0.36
H -4.379 4.163 -1.104 -0.1 0.2 -0.2 0.43
H 0.885 -1.421 2.787 -0.3 0.1 0.1 -0.28
H 2.557 -1.492 -3.344 0.0 0.1 -0.2 0.35
H 0.719 1.613 2.475 0.0 0.0 0.3 0.58
H 4.143 -3.811 2.652 0.2 0.0 0.3 0.44
H 2.777 -0.340 1.255 -0.1 -0.1 -0.3 0.05
H -3.459 2.106 -0.933 0.0 -0.3 -0.3 0.27
H 0.723 -1.479 -2.034 -0.1 0.4 0.1 0.37
H 0.984 -3.002 -1.237 -0.2 -0.1 -0.1 0.31
H -2.740 -3.929 -0.657 -0.1 -0.2 0.0 0.44
H -1.572 -0.683 -2.123 0.4 0.1 -0.1 0.52
H -3.480 4.421 0.352 0.1 0.2 0.2 0.34
H 3.050 -0.855 -0.832 0.0 0.2 0.2 0.05
H 0.942 2.760 -1.508 0.4 0.0 0.2 0.01
H -2.856 5.028 -1.209 0.2 0.2 0.1 0.30
H -1.447 -3.244 -1.635 0.2 0.0 -0.2 0.27
H -0.662 4.534 -0.257 0.0 0.1 -0.2 0.41
H -1.401 -3.119 0.133 0.1 0.2 0.1 0.18
H 2.263 0.999 -1.707 0.1 0.4 0.2 -0.06
H 3.213 -3.073 -2.907 -0.1 -0.2 -0.1 0.40
H 4.209 -1.636 -2.739 0.2 0.0 -0.2 0.40
H 1.660 1.851 1.051 0.0 0.1 -0.1 0.40
H -0.547 4.431 1.470 0.1 0.0 0.3 0.40
H -3.496 -1.991 -1.752 -0.2 0.0 0.0 0.35
H -2.834 0.204 -1.373 -0.1 0.1 -0.1 0.29
H 3.012 0.724 2.603 0.2 0.0 0.0 0.59
H 1.804 -0.623 4.086 -0.4 0.2 0.1 0.52
```
Positions in Å, forces in eV/Å.

Computed properties:
charge = -1
energy = -51131.9858 eV

---

No. 3
Formula: C19H21NO
Source: the OMol25 dataset
Level of theory: ωB97M-V with the def2-TZVPD basis set

```
42
Properties=species:S:1:pos:R:3:forces:R:3:mulliken_charge:R:1
O -1.164 -2.146 1.184 0.1 0.0 -0.1 -0.49
N -1.655 0.809 0.749 0.0 -0.1 -0.1 0.38
C 0.725 0.001 2.406 0.1 -0.1 -0.1 -0.71
C -0.829 -1.525 0.201 -0.2 0.2 -0.3 0.14
C 0.787 0.206 0.925 -0.2 0.0 -0.2 0.64
C 2.476 1.714 -0.158 0.0 0.0 0.0 -0.41
C 1.130 3.977 0.672 0.0 0.1 0.0 -0.86
C 0.077 -3.644 -3.392 0.0 0.0 0.0 -0.35
C 0.642 2.724 0.998 0.0 0.1 0.1 -0.12
C 2.968 2.967 -0.480 0.1 0.1 -0.1 -0.65
C 0.090 -3.471 -1.003 0.0 0.1 0.0 -0.56
C -2.556 1.312 -0.265 0.1 0.0 0.0 -0.99
C 2.296 4.103 -0.065 0.0 0.1 -0.1 -0.43
C -0.863 -1.708 -2.328 0.0 0.0 0.2 -0.02
C 1.153 -1.090 3.014 0.0 0.0 0.1 -0.85
C -0.567 -2.420 -3.476 0.0 0.0 -0.1 -0.82
C -0.591 -0.015 0.205 0.1 0.1 0.3 -0.55
C 1.312 1.578 0.586 0.1 -0.1 -0.1 -0.24
C 0.404 -4.170 -2.153 0.0 -0.1 0.0 -0.60
C -0.530 -2.225 -1.079 0.1 -0.5 -0.2 0.33
C -2.392 0.269 1.874 -0.1 0.0 0.2 -1.26
H -1.708 -0.194 2.578 -0.1 0.0 0.0 0.43
H -0.421 0.318 -0.823 0.0 -0.1 0.1 0.88
H 1.565 -1.923 2.467 0.1 -0.1 -0.2 0.24
H 1.098 -1.205 4.083 0.0 0.0 0.2 0.29
H -3.137 -0.481 1.575 0.0 0.0 0.0 0.35
H 3.007 0.831 -0.488 0.0 -0.1 0.0 0.36
H -1.989 1.840 -1.032 0.0 0.0 -0.1 0.30
H -0.275 2.629 1.557 0.0 0.0 0.1 0.31
H -2.911 1.093 2.367 -0.1 0.0 0.0 0.34
H 1.466 -0.544 0.498 0.0 0.1 0.1 0.71
H 3.877 3.056 -1.057 0.1 0.0 0.0 0.39
H -0.839 -2.018 -4.440 0.0 0.0 -0.1 0.40
H -3.240 2.020 0.201 -0.1 0.0 -0.1 0.34
H 0.315 -4.190 -4.293 0.0 0.0 -0.1 0.39
H 0.326 0.828 2.976 -0.1 0.1 0.1 0.38
H 0.599 4.860 0.996 0.0 0.1 0.0 0.40
H -1.386 -0.766 -2.408 0.0 0.1 0.0 0.43
H 0.896 -5.129 -2.084 0.0 -0.1 0.0 0.39
H 2.678 5.082 -0.315 0.0 0.1 0.0 0.39
H 0.325 -3.873 -0.029 0.0 0.0 0.1 0.41
H -3.158 0.521 -0.742 0.0 0.0 0.0 0.31
```
Positions in Å, forces in eV/Å.

Computed properties:
charge = 0
energy = -23580.2775 eV
SMILES = C=C[C@H](c1ccccc1)[C@@H](C(=O)c1ccccc1)N(C)C
energy relative to the best compared isomer or geometry (same formula, charge and spin) = 59.1 kcal per mole

---

No. 4
Formula: CH2N2O4
Source: the OMol25 dataset
Level of theory: ωB97M-V with the def2-TZVPD basis set

```
9
Properties=species:S:1:pos:R:3:forces:R:3:mulliken_charge:R:1
O 2.317 1.829 0.506 0.1 -1.7 -0.5 -0.31
O 1.947 -1.364 0.732 0.7 0.9 -1.1 -0.50
O -0.916 -0.169 0.545 -1.0 1.2 1.0 -0.28
O 3.309 -0.752 -0.886 -0.3 -0.1 0.0 -0.52
N -0.177 0.217 -0.499 2.8 -3.4 -0.1 -0.31
N 2.467 -0.557 -0.046 0.5 -0.9 1.4 0.96
C 1.908 0.814 0.073 -2.5 1.2 0.0 0.34
H -0.932 -1.128 0.735 0.9 0.5 -1.0 0.37
H -0.419 1.122 -0.763 -1.1 2.2 0.2 0.26
```
Positions in Å, forces in eV/Å.

Computed properties:
charge = 0
energy = -12231.5921 eV
energy relative to the best compared isomer or geometry (same formula, charge and spin) = 116.7 kcal per mole

---

No. 5
Formula: C13H28N2O11S
Source: the OMol25 dataset
Level of theory: ωB97M-V with the def2-TZVPD basis set

```
55
Properties=species:S:1:pos:R:3:forces:R:3:mulliken_charge:R:1
S -3.977 -3.391 -1.184 0.4 0.2 -0.3 0.64
O -4.078 0.954 -3.178 -0.2 -0.1 0.6 -0.46
O 6.276 -1.631 -2.453 0.0 0.0 0.0 -0.56
O -4.714 -0.281 -1.562 0.1 -0.2 -0.4 -0.20
O -2.439 -3.232 -0.642 -0.6 0.5 -0.3 -0.37
O -1.910 3.429 2.320 0.0 0.0 -0.1 -0.33
O -4.038 4.200 2.338 0.0 0.0 0.0 -0.57
O 5.114 -1.374 -0.529 -0.1 0.0 -0.1 -0.34
O -4.447 -4.566 -0.539 -0.6 -0.8 0.3 -0.51
O -3.323 2.588 0.925 0.0 0.0 0.0 -0.21
O 5.241 0.297 -1.891 0.0 -0.1 0.0 -0.32
O -4.760 -2.196 -0.321 0.8 -0.1 0.1 -0.40
N -0.238 -0.055 1.148 0.4 -0.3 -0.3 -0.53
N -3.777 0.607 -2.102 0.4 -0.2 -0.6 0.36
C -4.652 2.491 0.412 -0.1 -0.1 -0.1 -0.57
C 5.608 -0.972 -1.700 0.1 0.1 0.1 0.77
C -0.279 -2.223 -1.024 -0.4 0.3 -0.3 -0.53
C -1.492 -2.889 -1.680 0.8 -0.1 0.0 -0.65
C 0.388 0.118 -0.166 -0.5 0.5 -0.1 -0.96
C -4.189 -0.933 -0.393 -0.6 0.6 0.3 0.59
C -0.219 -0.718 -1.294 0.2 -0.2 0.3 -0.11
C 5.448 -2.718 -0.151 0.1 -0.4 0.2 -0.19
C 5.762 0.883 -3.087 0.0 0.2 -0.1 -0.66
C -1.575 4.311 3.403 0.2 0.2 0.3 -0.20
C -2.017 3.745 4.736 -0.2 -0.2 -0.1 -1.13
C -3.174 3.481 1.910 0.1 0.0 0.1 0.68
C 6.848 -2.806 0.415 0.1 0.2 -0.1 -1.13
H 5.279 1.849 -3.193 -0.1 0.0 0.1 0.22
H -4.512 -0.377 0.480 -0.2 0.0 0.2 0.25
H -1.174 -3.787 -2.200 -0.2 -0.4 0.0 0.45
H 7.592 -2.568 -0.344 0.0 -0.1 0.0 0.31
H -1.617 2.740 4.873 0.1 0.0 0.0 0.29
H 6.838 1.025 -2.998 0.0 -0.1 0.0 0.30
H 5.536 0.268 -3.954 0.1 -0.1 0.0 0.30
H 6.972 -2.097 1.234 -0.1 -0.1 0.1 0.30
H -3.106 -0.945 -0.406 0.2 -0.1 -0.2 -0.36
H 0.630 -2.731 -1.324 0.2 0.0 -0.1 0.43
H -2.000 5.298 3.226 -0.1 -0.1 -0.1 0.32
H -1.668 4.378 5.551 0.0 0.0 0.0 0.38
H -5.312 2.039 1.153 0.0 0.1 0.0 0.34
H 0.295 -0.490 -2.222 0.2 -0.1 -0.2 0.45
H 1.463 0.003 -0.101 0.2 -0.3 0.2 0.43
H 0.235 1.157 -0.446 0.1 0.2 -0.1 0.33
H -5.038 3.463 0.116 0.0 0.0 0.1 0.37
H -1.234 -0.183 1.008 -0.1 0.1 0.2 0.21
H -0.394 -2.376 0.042 0.0 -0.2 0.3 0.22
H 7.045 -3.811 0.787 0.0 0.0 0.0 0.36
H 0.103 -0.911 1.568 -0.1 0.0 0.1 0.27
H 4.718 -2.995 0.607 -0.1 0.2 0.0 0.30
H -4.585 1.845 -0.459 0.0 0.2 0.2 0.06
H -0.492 4.406 3.375 0.0 -0.1 -0.1 0.31
H 5.317 -3.388 -1.000 0.1 0.1 -0.1 0.32
H -3.103 3.681 4.792 0.0 0.1 0.0 0.31
H -1.941 -2.246 -2.431 -0.2 0.2 0.0 0.43
H -1.235 -0.365 -1.442 -0.3 0.2 0.0 -0.03
```
Positions in Å, forces in eV/Å.

Computed properties:
charge = 0
energy = -50269.2327 eV
energy relative to the best compared isomer or geometry (same formula, charge and spin) = 58.7 kcal per mole